Computed, not measured: one molecule with the formula C5H8N3OP, with ωB97M-V with the def2-TZVPD basis set.

total energy	-776.04199	hartree
ΔE to the lowest compared entry with this formula, charge and spin	307.05	kJ/mol

Structure (XYZ):
```
18
Properties=species:S:1:pos:R:3:forces:R:3
C 0.870 2.523 -0.281 -0.1 -0.2 -1.6
C 1.643 2.242 -1.419 1.4 2.9 2.4
C 0.113 0.754 -1.174 -0.7 -0.1 0.7
C -0.230 -1.890 0.681 -0.3 0.2 2.4
C -1.216 -0.751 1.077 0.8 -0.4 -2.5
N -0.101 1.599 -0.174 0.2 0.1 -0.2
N 1.206 1.084 -1.893 0.1 -0.9 -1.3
N -0.690 -0.274 -1.502 0.8 -1.9 0.4
O 0.439 -1.678 -0.396 1.8 2.2 -4.1
P -2.067 -0.299 -0.568 -0.1 -0.9 1.7
H 0.877 3.375 0.362 0.2 0.4 0.1
H 2.431 2.957 -1.728 -0.3 -1.4 -0.3
H 0.598 -1.956 1.482 -1.3 0.1 -0.2
H -0.739 -2.813 0.585 -1.1 -1.4 0.6
H -1.963 -1.142 1.674 -1.4 -0.4 1.9
H -0.658 0.086 1.383 0.1 1.0 0.9
H 1.689 0.406 -2.474 -0.3 0.5 -0.2
H -2.486 -1.661 -0.683 0.1 0.3 -0.7
```
Forces are in eV/Å.